1.
Computed, not measured: C10H13FeNO as an isolated structure in a non-equilibrium geometry, with wB97M-V/def2-TZVPD.

Calculated values
- Energy relative to the best compared isomer or geometry (same formula, charge and spin): 0.00 kcal per mole
- 2S+1: 6
- <S²>: 8.865
- Charge: -1

Geometry as XYZ:
```
26
C10H13FeNO, DFT wB97M-V/def2-TZVPD
H 1.280 -3.635 -2.869
H 1.892 -0.054 3.279
C -0.186 1.970 -0.132
N -2.325 -0.430 0.656
H -1.657 1.916 1.590
H 2.049 0.820 1.731
H 2.117 0.032 -1.173
H -0.011 -2.908 -1.747
H 0.496 1.521 -2.212
C -1.400 0.558 -1.504
C -2.240 0.751 -0.281
H -2.237 -1.302 0.060
H 1.906 -1.135 0.280
C 1.822 -1.953 -1.691
H -1.778 0.097 -2.399
C 1.350 0.552 2.531
C -0.246 1.359 -1.437
C 1.027 -2.891 -2.144
H 0.587 2.634 0.269
O -0.502 -0.952 2.762
C 0.175 -0.229 2.050
H 1.012 1.489 3.005
Fe -0.197 -0.091 0.092
H -3.223 1.159 -0.533
C 1.626 -0.898 -0.761
C -1.335 1.623 0.577
```

2.
Computed, not measured: a 2-piece molecular cluster, C14H23F6N3OP2 overall in a non-equilibrium geometry, with wB97M-V/def2-TZVPD.

Calculated values
- DFT total energy: -2068.4240 hartree
- 2S+1: 1

Geometry as XYZ:
```
49
C14H23F6N3OP2, DFT wB97M-V/def2-TZVPD
C 1.573 -3.654 1.381
P -5.053 4.090 -0.974
H -3.304 1.234 -2.673
H 3.798 -1.824 0.244
F -5.460 2.554 -0.802
F -6.596 4.119 -0.572
P -2.135 -1.328 0.100
H 0.629 -4.230 1.746
H 0.742 -0.823 -2.488
H -4.535 0.601 -1.415
N 1.757 0.084 0.851
H -2.982 1.401 -0.813
C 3.232 0.366 0.858
H -0.336 -2.335 -2.060
F -4.890 5.433 -0.129
H -1.285 1.117 2.017
C -3.399 0.698 -1.641
C 0.935 -0.914 0.148
H -4.423 -1.233 1.204
C 6.064 2.227 1.150
H 1.373 -2.527 -2.876
C 4.178 -0.940 0.870
H 3.450 0.964 1.833
H 4.436 -1.297 1.931
C 5.599 -0.492 0.170
C -3.436 -0.624 1.334
F -3.844 3.797 0.031
N -0.469 0.642 1.566
N 1.437 -1.949 -0.782
C -2.630 -0.737 -1.658
C 0.962 0.976 1.684
F -4.084 3.616 -2.152
H -3.061 -0.678 2.428
O 1.325 -4.295 -1.012
H -3.696 0.480 1.105
H 1.402 1.815 2.333
H -3.330 -1.532 -2.126
H 5.410 -0.395 -0.968
H -1.662 -0.587 -2.262
C -0.507 -0.520 0.627
H 1.817 -2.757 2.057
H 3.433 1.087 -0.036
H 6.428 -1.257 0.398
F -5.439 5.011 -2.218
H 5.892 3.272 1.624
C 1.423 -3.308 -0.183
C 0.741 -1.909 -2.114
C 6.053 0.953 0.779
H 2.468 -4.395 1.486
```

3.
Computed, not measured: C40H39AlF6O4P as an isolated structure in a non-equilibrium geometry, with wB97M-V/def2-TZVPD.

Calculated values
- DFT total energy: -3031.6532 hartree
- 2S+1: 1
- Charge: -1

Geometry as XYZ:
```
91
C40H39AlF6O4P, DFT wB97M-V/def2-TZVPD
H 9.718 2.668 1.447
C 1.728 -0.985 2.382
C 2.410 0.250 2.700
H -4.852 -2.606 3.589
H 1.987 0.580 3.638
C -1.184 -2.297 4.761
C -7.022 -4.656 6.673
C -6.381 4.163 -8.027
O 1.658 -1.946 3.103
C -6.457 -4.322 7.896
H -9.979 -5.905 7.780
O 1.086 -0.988 1.116
H 1.435 -3.513 1.543
C 1.554 -1.880 0.193
C -2.799 -2.321 2.981
F -9.100 -5.341 10.142
H 3.484 1.895 -1.877
C 3.194 5.262 -2.197
H 10.659 2.519 -2.738
H -4.695 3.041 -8.702
C -5.104 2.741 -6.604
F -4.496 -2.778 6.143
H 2.165 3.809 -1.000
C -2.199 -2.483 5.689
C -8.994 -5.459 7.795
C 4.937 4.409 -3.619
H -3.032 -2.253 1.928
C 4.192 5.475 -3.137
C -8.288 -5.222 6.625
H -6.741 -4.292 10.035
H -6.472 -4.473 5.761
H -8.730 -5.480 5.672
C 9.428 2.512 0.417
H 4.536 -1.682 0.411
H 2.619 6.096 -1.819
C -2.263 -0.959 -5.399
C -5.328 3.288 -7.859
H -4.281 2.061 -6.453
H 5.093 1.260 3.671
C -5.936 3.069 -5.543
H 0.202 -0.899 -2.423
H 5.726 4.554 -4.344
C 2.938 3.978 -1.737
C 4.660 3.140 -3.152
C -1.482 -2.214 3.409
O 1.615 -1.525 -0.964
C -7.219 4.506 -6.986
H -5.760 2.639 -4.567
C 7.702 1.983 -1.183
H 6.671 1.723 -1.379
C 8.119 2.192 0.116
C -3.499 -2.590 5.240
H -0.157 -2.218 5.089
C 9.943 2.427 -1.933
H -0.691 -2.069 2.695
C 1.913 -3.270 0.610
F 7.227 2.085 1.106
C -0.561 -2.030 -4.078
C -0.486 -0.912 -3.257
H -7.643 4.203 -4.910
O 6.784 -1.119 1.003
C -1.446 -2.052 -5.147
C -8.415 -5.116 8.999
H -2.965 -0.957 -6.223
H -1.502 -2.921 -5.788
C 3.671 2.905 -2.219
H 2.977 -3.381 0.729
F -6.600 4.701 -9.247
H 11.375 2.868 -0.398
Al 4.419 -0.071 3.083
H -1.248 1.071 -2.887
C 10.344 2.625 -0.619
F -2.965 1.212 -4.820
H 5.195 0.469 0.062
P 5.355 -0.640 0.950
C -2.169 0.141 -4.574
H 8.302 1.952 -3.234
C -3.820 -2.515 3.901
H -5.472 -3.886 7.935
H -1.989 -2.544 6.749
H 4.608 -1.347 4.027
C 8.620 2.108 -2.212
H -8.032 5.198 -7.157
H 0.073 -2.884 -3.883
C -7.159 -4.550 9.071
H 2.248 1.002 1.942
F 5.379 2.100 -3.618
H 1.563 -3.942 -0.150
C -6.992 3.949 -5.736
C -1.294 0.187 -3.509
H 4.393 6.475 -3.497
```

4.
Computed, not measured: C34H50N5O14P2STl as an isolated structure in a non-equilibrium geometry, with wB97M-V/def2-TZVPD.

Calculated values
- Energy relative to the best compared isomer or geometry (same formula, charge and spin): 84.52 kcal per mole
- 2S+1: 1
- Charge: -2

Geometry as XYZ:
```
107
C34H50N5O14P2STl, DFT wB97M-V/def2-TZVPD
H 1.548 2.355 -3.655
H -5.520 -1.181 -1.345
C -1.021 -1.387 2.971
C -1.875 4.164 -2.892
H 2.180 0.330 5.236
H 1.741 -0.176 3.596
C -0.068 2.129 3.285
H -0.458 -3.299 0.865
C -4.950 0.891 -1.637
C 2.311 -2.217 1.415
C 3.725 -1.555 -2.579
C -0.803 0.279 -4.807
H 0.615 5.612 -0.306
O 0.756 3.147 1.299
C -2.718 1.379 -1.467
O 1.082 0.398 -3.364
H -0.789 -0.304 -5.731
N -0.184 0.880 2.862
H -5.967 1.251 -1.811
H -3.096 -1.836 -1.000
H 0.355 -1.404 -3.951
H -0.685 3.661 4.648
C -0.808 2.629 4.347
O -0.530 -1.558 1.830
H 2.739 -1.100 -2.642
S -0.940 3.752 0.995
H 5.942 0.627 1.881
C -3.381 -0.804 -1.200
H 5.554 1.021 0.218
N -4.011 1.793 -1.695
C 3.713 -0.760 4.197
H 4.636 -3.484 -2.290
C 2.546 0.207 4.217
C 3.329 -2.114 4.800
C -4.718 -0.458 -1.392
H 3.027 -3.684 -4.195
C 0.659 1.725 -3.619
O 4.690 -1.463 0.562
H -2.517 3.681 -3.622
O 1.087 -1.869 -1.124
H 0.367 -5.155 2.272
H -2.100 -4.601 -0.499
C 6.855 -1.921 1.499
O 1.865 3.500 3.212
C 6.045 -1.045 0.541
H 1.360 -1.871 1.833
H 4.243 -1.442 -3.531
O -1.800 2.646 1.317
H 4.279 -1.035 -1.804
H -0.033 2.068 -2.836
O -0.954 4.814 1.984
H -2.537 -0.212 4.975
H 2.688 -3.073 1.966
N -1.715 2.200 -1.474
H 2.384 -2.456 4.386
H 6.684 -2.968 1.261
C -0.281 -5.373 1.429
O 3.059 0.477 1.078
H -3.050 3.766 -1.140
C -0.071 5.689 -2.326
N -2.400 0.057 -1.243
C -0.181 -4.253 0.402
H 2.831 1.178 3.819
C -0.032 -0.422 -3.665
O -1.421 -2.258 3.750
C -1.000 5.117 -3.257
H 4.104 -2.849 4.585
H 7.252 0.734 0.680
C 2.685 -3.778 -3.166
H -1.532 5.000 -5.192
C 3.630 -3.036 -2.227
P 1.869 -2.758 -0.267
H 6.379 -1.243 -0.492
H -1.300 -5.446 1.793
O 1.194 -4.198 -0.028
H -0.765 2.454 -5.111
H -0.669 -0.523 -2.781
C -0.081 1.623 -4.958
H 2.642 -4.829 -2.891
H -0.025 5.645 -4.954
C -1.843 0.476 4.523
C -1.060 4.352 -0.588
H 4.550 -0.338 4.776
C -0.092 5.242 -1.035
H 1.693 -3.349 -3.067
H 6.523 -1.733 2.517
Tl 0.020 0.597 0.048
N -0.974 5.607 -4.599
H -0.983 -3.640 -1.477
C 0.949 2.996 2.590
P 3.502 -0.858 1.464
C 6.217 0.436 0.848
H 3.228 -2.017 5.879
H 7.918 -1.702 1.417
C -2.008 3.619 -1.497
H -2.382 3.196 6.055
H 0.621 6.450 -2.660
O 4.262 -0.954 2.902
H 0.628 1.588 -5.791
O -2.538 2.248 5.968
H -1.836 0.432 -4.503
C -1.065 -4.494 -0.812
O 3.268 -3.263 -0.869
C -1.039 0.067 3.468
H 0.020 -6.323 0.986
C -1.743 1.793 4.948
H -0.753 -5.398 -1.336
```

5.
Computed, not measured: a 2-piece molecular cluster, C10H16O overall in a non-equilibrium geometry, with wB97M-V/def2-TZVPD.

Calculated values
- Energy relative to the best compared isomer or geometry (same formula, charge and spin): 53.24 kcal per mole
- 2S+1: 1

Geometry as XYZ:
```
27
C10H16O, DFT wB97M-V/def2-TZVPD
H -1.202 -2.273 -0.777
H -1.551 4.155 -0.592
H -0.336 3.494 0.520
C 1.666 -0.486 -0.511
C -0.462 -1.774 -0.268
H 3.063 -1.195 -1.830
H -2.716 2.106 0.291
H 3.682 0.153 -0.754
H -2.134 -2.131 1.739
H 2.631 0.519 -2.137
C 2.845 -0.223 -1.387
H -1.167 2.207 -2.172
C -2.260 1.339 -0.397
H -3.102 0.947 -0.976
H 0.249 -0.046 2.587
C 0.528 -1.261 -1.048
C 0.332 -0.518 1.562
C -0.997 2.012 -1.005
H 2.374 0.441 1.184
C -0.777 3.424 -0.493
H -1.983 0.562 0.296
C 1.502 -0.157 0.826
C -0.465 -1.546 1.126
O -1.206 -2.190 2.024
H -0.186 1.298 -0.786
H 0.016 3.890 -1.085
H 0.533 -1.475 -2.140
```

6.
Computed, not measured: an isolated ion of composition C2H2O4P and charge -1 in a non-equilibrium geometry, with wB97M-V/def2-TZVPD.

Calculated values
- Energy relative to the best compared isomer or geometry (same formula, charge and spin): 78.44 kcal per mole
- 2S+1: 1
- Charge: -1

Geometry as XYZ:
```
9
C2H2O4P, DFT wB97M-V/def2-TZVPD
H 0.117 -0.825 -0.393
O -1.887 -0.139 0.690
P -0.382 -0.001 0.534
O 1.068 -0.016 2.655
C 0.847 1.021 1.673
O 0.468 -2.181 2.516
O 1.308 2.080 1.650
H -0.478 1.068 -0.481
C 0.293 -1.041 2.116
```

7.
Computed, not measured: C2H3N5O as an isolated structure in a non-equilibrium geometry, with wB97M-V/def2-TZVPD.

Calculated values
- Energy relative to the best compared isomer or geometry (same formula, charge and spin): 161.74 kcal per mole
- 2S+1: 1

Geometry as XYZ:
```
11
C2H3N5O, DFT wB97M-V/def2-TZVPD
N -0.582 -2.289 0.487
O 0.011 1.983 0.942
N 0.918 1.868 -0.055
C -0.230 0.063 0.254
N 0.697 0.748 -0.541
H -0.265 -1.858 1.502
H 0.286 -0.380 -2.110
C -0.341 -1.381 -0.376
N 0.096 -1.492 -1.676
H 0.917 -2.560 -1.785
N -0.786 0.714 1.155
```

8.
Computed, not measured: a single C2H5N3O molecule in a non-equilibrium geometry, with wB97M-V/def2-TZVPD.

Calculated values
- Energy relative to the best compared isomer or geometry (same formula, charge and spin): 52.44 kcal per mole
- 2S+1: 1

Geometry as XYZ:
```
11
C2H5N3O, DFT wB97M-V/def2-TZVPD
N 0.770 -0.491 0.649
N -0.723 0.330 -1.019
H 0.096 0.010 -1.598
N 1.661 -1.963 -1.082
O -0.121 1.619 0.807
H 1.300 -0.388 1.559
H -1.482 -0.274 -1.365
C -0.383 0.333 0.330
C 1.345 -1.252 -0.238
H -1.503 -0.018 0.842
H -0.959 2.094 1.115
```

9.
Computed, not measured: a single C3H2N2O3 molecule in a non-equilibrium geometry, with wB97M-V/def2-TZVPD.

Calculated values
- Energy relative to the best compared isomer or geometry (same formula, charge and spin): 68.59 kcal per mole
- 2S+1: 1

Geometry as XYZ:
```
10
C3H2N2O3, DFT wB97M-V/def2-TZVPD
O -0.936 1.061 -0.341
C 0.180 0.193 1.695
O -0.067 1.006 2.469
C -0.188 -0.029 -1.963
C -0.246 0.098 0.167
H -0.083 -0.362 -3.011
N 0.276 -0.691 -0.744
N -0.832 1.057 -1.740
H 1.179 -1.433 1.421
O 0.716 -0.901 2.047
```

10.
Computed, not measured: C10H19AuGeNO5 as an isolated structure, with wB97M-V/def2-TZVPD.

Calculated values
- DFT total energy: -3036.0272 hartree
- 2S+1: 1
- Charge: -1

Geometry as XYZ:
```
37
C10H19AuGeNO5, DFT wB97M-V/def2-TZVPD
H 0.872 -1.202 -3.492
C 2.857 -2.019 -1.563
Ge -0.414 1.662 2.333
C 0.726 0.647 -2.438
N 0.394 -1.698 -1.498
C -2.119 -1.580 -0.899
O -0.124 1.359 -1.574
O -3.153 -2.247 -0.795
H -2.899 1.203 2.591
H 0.738 1.136 -3.421
H -0.765 -0.770 -2.989
O -1.966 -0.339 -0.735
H 1.403 -3.452 -0.972
H -2.461 1.260 0.877
H 1.726 2.799 1.585
C -0.230 2.013 4.262
C 1.478 -2.666 -1.728
H -0.712 -3.118 -0.442
Au 1.107 -0.747 0.456
H 0.811 1.946 4.580
H -0.815 1.294 4.837
H -0.595 3.015 4.496
C -0.873 -2.424 -1.268
H -2.625 2.773 1.815
H 0.555 2.693 0.256
C 0.675 2.915 1.317
H -1.122 -3.025 -2.151
O 2.901 -1.085 -0.678
C 0.279 -0.785 -2.672
O 3.798 -2.446 -2.217
H 0.374 3.946 1.510
H -0.063 -0.884 2.784
H -0.829 0.739 -1.253
H 1.398 -3.133 -2.713
H 1.751 0.658 -2.054
C -2.302 1.731 1.847
C 0.225 -0.168 2.006
```

11.
Computed, not measured: a 3-piece molecular cluster, C8H14ClN2O2 overall in a non-equilibrium geometry, with wB97M-V/def2-TZVPD.

Calculated values
- Energy relative to the best compared isomer or geometry (same formula, charge and spin): 43.78 kcal per mole
- 2S+1: 1
- Charge: -1

Geometry as XYZ:
```
27
C8H14ClN2O2, DFT wB97M-V/def2-TZVPD
C 2.517 -3.950 3.712
H -1.109 -0.009 -0.030
H -4.019 -0.699 -1.913
H 1.357 3.144 -1.676
C -0.778 1.455 -2.863
H 1.838 0.885 -1.962
H -0.161 1.990 -3.565
H -2.753 1.341 -3.737
H -3.618 -0.294 -0.217
C 1.091 1.175 -1.222
Cl 0.282 0.212 2.158
N -0.259 1.031 -1.660
O 1.604 -4.693 4.175
C 2.287 -2.472 3.818
C -2.067 1.017 -2.974
H 2.301 -2.198 4.875
C 1.317 2.636 -0.708
C -3.655 0.076 -1.238
H 2.252 2.718 -0.166
N -2.358 0.452 -1.764
H 2.967 -1.898 3.189
O 3.530 -4.407 3.104
H 1.275 0.401 -0.469
H 0.454 2.980 -0.148
C -1.257 0.375 -1.022
H 1.282 -2.205 3.489
H -4.323 0.935 -1.186
```

no.,molecular weight (g/mol)
1,219.07
2,425.29
3,755.69
4,1051.19
5,152.24
6,121.01
7,113.08
8,87.08
9,114.06
10,502.84
11,205.67